(1)
This record from the OMol25 dataset describes C30H47BrN2O5SiTi as an isolated structure. The level of theory is ωB97M-V/def2-TZVPD.

The calculated total energy is -146130.793 eV. For the energy above the lowest of the compared OMol25 structures with the same formula, charge and spin, the calculation gives 22.0 kcal per mole. The expectation value of S² is 2.00. The LUMO energy (spin up / spin down) is 0.4 / 0.0 eV. The value obtained for the orbital gap (spin up / spin down) is 6.7988 / 9.2677 eV. The multiplicity is 3.

Last column: Mulliken spin population.
Geometry (Å):
Ti  -0.3492  -2.5293  1.3547  0.9657
C  2.0808  -1.6920  3.3286  0.0083
C  2.6533  -0.4792  2.9618  -0.0013
C  3.6921  -0.4572  2.0465  0.0006
C  4.1566  -1.6428  1.4891  0.0052
C  3.5806  -2.8505  1.8451  -0.0037
C  2.5412  -2.8767  2.7688  0.0006
H  1.2900  -1.7257  4.0644  0.0011
H  2.2873  0.4458  3.3898  -0.0007
H  4.1366  0.4855  1.7553  -0.0008
H  4.9617  -1.6183  0.7660  0.0003
H  3.9348  -3.7743  1.4056  0.0000
H  2.1057  -3.8223  3.0669  -0.0006
O  -2.5742  -4.0996  3.9005  -0.0015
C  -1.9666  -3.1333  3.5310  0.0089
O  -0.6933  -3.1698  3.1156  0.0046
C  -2.5809  -1.7322  3.5231  -0.0042
C  -1.4799  -0.6758  3.6689  0.0054
C  -2.0521  0.7104  3.9451  0.0062
C  -2.6051  1.1105  2.5576  -0.0106
C  -2.2992  -0.1369  1.7392  -0.0307
O  -1.0213  -0.5746  2.2912  -0.0638
C  -3.2256  -1.2969  2.1523  0.0358
C  -3.2703  -2.3398  1.0340  -0.0108
O  -4.3245  -2.7436  0.6089  -0.0009
O  -2.0969  -2.6877  0.5428  0.0218
H  -3.3213  -1.6992  4.3198  -0.0005
H  -0.6530  -0.9730  4.3023  -0.0041
H  -2.8167  0.6745  4.7201  -0.0003
H  -1.2669  1.3911  4.2700  -0.0003
H  -3.6714  1.3302  2.5633  -0.0016
H  -2.0768  1.9729  2.1584  -0.0030
H  -2.1850  0.0094  0.6674  0.0559
H  -4.2486  -0.9634  2.3069  0.0033
C  -0.3647  -4.3374  -1.7310  0.0083
C  0.0256  -5.0602  -0.4934  0.0193
N  0.1270  -4.5597  0.7267  -0.0247
C  0.4670  -5.6027  1.5666  0.0196
C  0.5991  -6.7373  0.8408  -0.0032
N  0.3195  -6.3750  -0.4592  0.0022
H  -1.2173  -3.6929  -1.5197  -0.0015
H  -0.6401  -5.0458  -2.5120  0.0003
H  0.4524  -3.7110  -2.0856  0.0002
H  0.5412  -5.4594  2.6299  -0.0009
H  0.8352  -7.7466  1.1232  -0.0004
H  0.2988  -6.9869  -1.2554  -0.0005
C  0.6453  2.4636  0.8577  0.1872
C  1.2081  2.8464  -0.5221  0.0659
C  1.3119  4.3768  -0.6114  0.0707
C  2.6336  2.2791  -0.5892  0.0311
Si  0.0945  2.1097  -1.9212  0.0835
Br  1.0151  -1.3132  -0.3018  -0.0218
C  1.0650  1.8432  -3.5712  0.1354
C  2.0075  0.6366  -3.4252  0.0676
C  0.1205  1.5085  -4.7351  0.0553
C  1.8950  3.0741  -3.9653  0.0653
C  -1.5626  3.0828  -2.1501  0.1786
C  -2.5960  2.1992  -2.8689  0.0703
C  -2.1787  3.4316  -0.7886  0.1543
C  -1.3848  4.3891  -2.9395  0.0692
H  1.3257  2.8327  1.6350  -0.0018
H  0.5664  1.3790  0.9700  -0.1149
H  -0.3336  2.9072  1.0455  0.0047
H  1.9716  4.7441  0.1839  0.0019
H  0.3462  4.8655  -0.4822  0.0021
H  1.7307  4.7071  -1.5651  -0.0120
H  3.2038  2.6744  0.2600  0.0008
H  3.1630  2.5747  -1.4969  0.0045
H  2.6398  1.1910  -0.5165  -0.0181
H  1.4501  -0.2723  -3.1893  -0.0226
H  2.7585  0.7708  -2.6484  -0.0003
H  2.5340  0.4777  -4.3733  0.0003
H  -0.5025  0.6391  -4.5136  -0.0090
H  0.7229  1.2665  -5.6176  0.0019
H  -0.5310  2.3390  -5.0069  0.0034
H  2.6646  3.3083  -3.2267  -0.0010
H  1.2756  3.9623  -4.0985  -0.0093
H  2.4043  2.8808  -4.9169  0.0055
H  -2.7685  1.2680  -2.3249  -0.0127
H  -2.3028  1.9421  -3.8833  -0.0003
H  -3.5502  2.7350  -2.9270  0.0022
H  -2.3291  2.5377  -0.1775  -0.0431
H  -3.1605  3.8911  -0.9471  -0.0001
H  -1.5757  4.1386  -0.2201  0.0035
H  -1.0370  4.2142  -3.9579  0.0016
H  -0.6788  5.0671  -2.4556  -0.0072
H  -2.3476  4.9093  -3.0090  0.0045

---

(2)
This record from the OMol25 dataset describes C20H68B2N12NiO8 as an isolated structure at a distorted geometry. The level of theory is ωB97M-V/def2-TZVPD.

The calculated total energy is -98488.223 eV. The expectation value of S² is 2.00. The LUMO energy (spin up / spin down) is -1.4 / -3.2 eV. The value obtained for the orbital gap (spin up / spin down) is 7.4304 / 5.6392 eV. The multiplicity is 3.

Last column: Mulliken spin population.
Geometry (Å):
Ni  -0.4415  -2.7513  0.2227  1.8553
B  -2.3113  -4.4715  1.6498  0.0104
H  -2.4956  -3.4186  1.5026  0.0269
H  -3.2263  -5.0434  1.6546  0.0028
H  -1.6962  -4.8733  0.8596  0.0063
H  -1.8545  -4.6756  2.6058  0.0010
B  -0.3050  -0.2098  1.6048  0.0101
H  -0.6374  -0.4387  0.6041  0.0286
H  0.0649  0.7998  1.5152  0.0072
H  -1.0840  -0.3925  2.3286  -0.0002
H  0.4901  -0.9039  1.8293  0.0037
C  2.9831  -2.1615  -3.5327  0.0002
C  1.9140  -2.7857  -2.7566  -0.0062
C  2.0639  -4.3576  -2.7355  0.0019
O  0.8411  -4.7522  -2.0227  0.0038
C  0.4186  -6.0347  -2.3497  -0.0003
N  1.8844  -2.2479  -1.3986  0.0210
H  2.9838  -1.0720  -3.4974  -0.0002
H  2.9157  -2.2679  -4.6154  0.0007
H  3.9934  -2.4050  -3.2040  0.0003
H  0.9158  -2.6037  -3.1549  -0.0005
H  2.9455  -4.7111  -2.2009  0.0000
H  2.1934  -4.7959  -3.7250  0.0002
H  0.1984  -6.1425  -3.4118  -0.0001
H  -0.4919  -6.3588  -1.8457  0.0001
H  1.3106  -6.6543  -2.2576  -0.0001
H  1.8693  -1.2508  -1.5591  -0.0009
H  2.7884  -2.3174  -0.9536  -0.0001
C  -0.7586  3.2497  -2.4208  -0.0001
C  0.4048  2.5915  -3.2135  0.0000
C  1.1392  3.5406  -4.1630  0.0000
O  0.4304  3.5269  -5.4211  0.0000
C  0.6841  2.3900  -6.2878  0.0000
N  1.2884  2.2458  -2.0835  0.0000
H  -0.4314  4.0814  -1.7968  0.0000
H  -1.2215  2.5214  -1.7549  0.0001
H  -1.5512  3.6634  -3.0443  0.0000
H  0.0611  1.6932  -3.7262  -0.0001
H  2.2038  3.3104  -4.2028  0.0000
H  1.0756  4.5135  -3.6756  0.0000
H  1.5801  2.4974  -6.8992  0.0000
H  -0.2422  2.1655  -6.8166  0.0000
H  0.7414  1.4969  -5.6654  0.0000
H  0.7099  1.9798  -1.2995  0.0002
H  1.7233  3.0910  -1.7420  0.0000
C  2.9858  7.1415  -0.2400  0.0000
C  2.4648  7.0984  1.1595  0.0000
C  1.4747  5.9347  1.4729  0.0000
O  1.3921  5.7598  2.8089  0.0000
C  0.5649  4.6406  3.2221  0.0000
N  3.5343  7.1667  2.0921  0.0000
H  3.5432  8.0675  -0.3810  0.0000
H  2.2025  6.9632  -0.9767  0.0000
H  3.5711  6.2573  -0.4926  0.0000
H  1.9440  8.0410  1.3280  0.0000
H  1.9064  5.0105  1.0887  0.0000
H  0.5102  6.0851  0.9878  0.0000
H  0.1426  4.8953  4.1942  0.0000
H  1.1199  3.7041  3.2780  0.0002
H  -0.3203  4.5371  2.5946  0.0000
H  4.1087  6.3412  2.1865  0.0000
H  3.0529  7.1048  2.9778  0.0000
C  -3.5048  -1.6327  -3.7649  0.0007
C  -3.3871  -1.4835  -2.2928  -0.0037
C  -4.6076  -1.2613  -1.4424  0.0010
O  -5.3836  -2.4436  -1.3330  0.0002
C  -6.3970  -2.3036  -0.3225  0.0000
N  -2.7894  -2.6734  -1.8197  0.0286
H  -3.7393  -0.6564  -4.1891  0.0005
H  -4.2108  -2.3983  -4.0866  -0.0004
H  -2.5577  -1.7683  -4.2871  0.0000
H  -2.6975  -0.6763  -2.0457  0.0002
H  -5.2221  -0.4285  -1.7843  -0.0001
H  -4.2734  -1.0621  -0.4242  -0.0002
H  -7.2356  -1.6342  -0.5145  0.0000
H  -6.0620  -1.9500  0.6525  0.0000
H  -6.6582  -3.3114  0.0005  0.0000
H  -2.7183  -3.3181  -2.5939  -0.0010
H  -3.6055  -3.0851  -1.3901  -0.0014
C  4.9912  2.4583  1.0913  0.0000
O  5.0253  3.2383  1.9843  0.0000
N  4.1420  1.5248  1.1090  0.0000
N  5.7352  2.3903  0.0080  0.0000
H  3.4042  1.5721  1.7971  0.0001
H  4.0686  0.8457  0.3650  0.0000
H  6.6136  2.8889  0.0052  0.0000
H  5.5077  1.5702  -0.5359  0.0000
C  -5.9918  1.3443  3.0073  0.0000
O  -6.0660  0.9113  4.0999  0.0000
N  -7.0345  1.4842  2.2541  0.0000
N  -4.9567  1.8153  2.4816  0.0000
H  -6.9392  1.7965  1.2983  0.0000
H  -7.9469  1.2028  2.5835  0.0000
H  -5.0247  2.4557  1.7035  0.0000
H  -4.1193  1.6291  3.0147  0.0000
C  0.4101  -2.1975  6.1674  -0.0001
O  0.8757  -2.6763  7.1602  0.0000
N  -0.7568  -2.4760  5.7552  -0.0001
N  1.0210  -1.2771  5.4026  -0.0001
H  -1.0937  -2.0639  4.8969  0.0000
H  -1.3790  -2.7841  6.4887  0.0000
H  0.5539  -1.0671  4.5320  0.0001
H  1.9678  -1.0188  5.6411  0.0000
C  2.5066  -5.3121  2.8016  0.0007
O  1.8430  -4.5081  2.1158  0.0030
N  2.2307  -6.5684  2.8155  -0.0001
N  3.3510  -5.0667  3.7808  0.0000
H  2.7781  -7.2778  3.2816  0.0001
H  1.5639  -6.9442  2.1564  -0.0001
H  4.0247  -5.7256  4.1444  0.0000
H  3.4790  -4.0863  3.9872  0.0000

---

(3)
This record from the OMol25 dataset describes one molecule with the formula CH3N5O3 at a distorted geometry. The level of theory is ωB97M-V/def2-TZVPD.

The calculated total energy is -14669.802 eV. For the energy above the lowest of the compared OMol25 structures with the same formula, charge and spin, the calculation gives 46.2 kcal per mole. The LUMO energy is 0.0 eV. The value obtained for the orbital gap is 10.2924 eV. The SMILES is N#CN(ONN)[N+](=O)[O-].

Last column: Löwdin charge in e.
Geometry (Å):
N  -1.5832  2.3890  1.6231  0.1878
C  -0.8933  1.7457  0.9744  -0.2590
N  -0.0758  0.9904  0.2467  -0.0194
O  -0.5974  0.0542  -0.7323  -0.0285
N  0.1377  -1.1950  -0.3805  -0.1063
N  -0.5744  -2.3601  -0.3361  0.0382
N  1.3282  1.4282  0.1235  -0.3702
O  1.5628  2.3239  0.8526  0.1480
O  1.9407  0.8104  -0.6637  0.1403
H  0.8989  -1.1453  -1.0020  0.0871
H  -1.1616  -2.4553  0.5046  0.1102
H  -0.9826  -2.5860  -1.2104  0.0719

---

(4)
This record from the OMol25 dataset describes C6H14NO as an isolated structure at a distorted geometry. The level of theory is ωB97M-V/def2-TZVPD.

The calculated total energy is -9979.803 eV. For the energy above the lowest of the compared OMol25 structures with the same formula, charge and spin, the calculation gives 112.3 kcal per mole. The expectation value of S² is 0.75. The LUMO energy (spin up / spin down) is 0.6 / -1.7 eV. The value obtained for the orbital gap (spin up / spin down) is 7.9368 / 5.5594 eV. The multiplicity is 2.

Last column: Mulliken spin population.
Geometry (Å):
C  -3.5021  1.3340  -0.2204  -0.0001
N  -2.5324  1.2224  -1.3171  0.0010
C  -1.2921  1.2986  -0.8809  -0.0003
C  -0.5537  0.2803  -0.1719  -0.0004
C  0.8514  0.6193  0.3169  -0.0020
C  1.2056  -0.2443  1.5522  0.0098
C  2.7214  -2.3836  -0.8233  -0.0135
O  3.3287  -1.2974  -0.2888  0.8804
H  -4.5046  1.0566  -0.5512  0.0000
H  -3.5450  2.3576  0.1710  0.0000
H  -3.3950  0.6659  0.6529  0.0000
H  -0.6423  1.9783  -1.4737  -0.0001
H  1.6299  -2.4004  -0.6694  0.0368
H  -1.1698  1.1364  0.5315  0.0002
H  -0.9043  -0.7399  -0.0888  -0.0006
H  0.8580  1.6565  0.6552  0.0008
H  1.6521  0.5246  -0.4139  -0.0031
H  0.5985  -0.0418  2.4314  0.0007
H  1.0068  -1.2655  1.2215  0.0003
H  2.2547  -0.0805  1.7773  -0.0006
H  3.0960  -3.3574  -0.4924  0.0035
H  2.8379  -2.3198  -1.9182  0.0870